The following is a quantum chemistry calculation of a molecular structure, C10H28BF3NaO8 in a non-equilibrium geometry, from OMol25.

The geometry in XYZ format:
```
51
Properties=species:S:1:pos:R:3:forces:R:3
Na 0.37759 1.44070 0.01006 0.1 -1.0 0.0
B -0.80452 2.52350 -1.87729 -0.3 0.7 -0.3
H -0.54152 3.52521 -1.19798 0.0 0.2 -0.3
H -1.65897 2.84472 -2.67294 0.0 0.0 -0.1
H 0.21034 2.15540 -2.43710 0.2 -0.1 0.1
H -1.24013 1.68581 -1.14333 -0.4 -0.3 0.0
C -0.29426 -2.14872 -1.45184 0.3 1.0 0.2
O -1.03495 -2.28259 -2.67463 0.1 -0.3 -0.1
O -0.02116 -0.88677 -1.19639 -0.1 -0.4 0.8
C -1.19114 -2.84806 -0.38114 -0.1 -0.4 0.0
F -2.50909 -2.65426 -0.54872 0.2 0.1 0.2
F -0.99664 -4.20980 -0.41541 -0.1 0.3 0.0
F -0.90124 -2.48323 0.89153 0.0 -0.1 -0.2
C -0.65418 -3.34675 -3.50484 0.9 -0.1 0.6
C -1.25482 -3.13624 -4.86118 -0.1 -0.7 -0.9
H -2.27509 -2.76567 -4.77993 0.0 0.0 0.1
H -0.68916 -2.47296 -5.51500 0.0 0.3 0.3
H -1.28520 -4.09433 -5.39970 -0.1 0.1 0.1
H -0.91255 -4.33301 -3.08487 -0.4 0.2 0.0
H 0.44956 -3.39355 -3.54072 -0.1 0.1 -0.3
H 0.63031 -2.78116 -1.50076 -0.2 -0.3 -0.2
C 3.82466 -1.32650 0.94128 0.6 -0.3 0.3
C 2.62663 -0.92790 0.14190 -0.3 0.2 -0.7
O 1.47598 -0.79648 0.94186 0.2 0.0 0.2
O 3.83033 -2.71469 1.29356 0.0 0.1 0.0
H 3.89492 -0.79290 1.89230 -0.2 0.2 -0.1
H 4.73684 -1.09790 0.37611 0.0 0.0 -0.1
H 2.48279 -1.67092 -0.66290 -0.1 -0.2 0.3
H 2.80897 -0.02413 -0.45930 0.2 0.2 0.4
H 0.71935 -0.93112 0.30276 -0.1 0.1 -0.4
H 3.25769 -3.17460 0.67335 -0.1 0.0 0.0
C 0.84202 4.06738 1.00966 -0.7 0.9 -0.1
C 1.84279 3.63232 2.01987 0.8 -0.4 -0.5
O 2.29647 2.33835 1.59754 0.0 -0.2 0.1
O -0.34529 3.32168 1.15047 0.2 0.1 0.9
H 1.25031 3.95900 -0.00201 0.1 -0.1 0.0
H 0.65466 5.14633 1.14177 -0.1 -0.1 0.0
H 1.45145 3.61581 3.03653 -0.1 0.0 0.0
H 2.69726 4.31342 1.94051 0.0 0.1 0.3
H 2.42288 1.75460 2.34995 -0.1 -0.1 0.0
H -0.85603 3.40184 0.32881 0.0 0.1 -0.5
C -2.64202 0.85911 1.83705 -0.8 0.7 -0.9
C -2.84814 0.65320 3.29743 -0.3 -0.7 1.0
O -2.00353 1.50802 4.06998 0.0 0.0 0.0
O -1.43443 0.35606 1.34015 0.5 0.3 0.2
H -2.70160 1.93312 1.62339 0.4 0.0 0.1
H -3.48316 0.47411 1.24008 0.0 -0.5 0.3
H -2.65681 -0.39961 3.57173 0.3 0.1 -0.2
H -3.89362 0.77101 3.60669 0.0 0.4 -0.4
H -2.51102 1.81322 4.82429 0.1 0.0 0.0
H -1.14354 -0.40003 1.85739 -0.1 -0.2 -0.1
```
Positions in Å, forces in eV/Å.

## Properties
Charge = -1
Gap between HOMO and LUMO = 7.1 eV

=====

The following is a quantum chemistry calculation of 6 unconnected molecules or ions with the total composition C10H28F2NO16S3 in a non-equilibrium geometry, from OMol25.

The geometry in XYZ format:
```
60
Properties=species:S:1:pos:R:3:forces:R:3
N 0.10369 -0.79260 -0.65918 -4.5 -3.6 4.5
S 0.95809 0.38325 -0.77073 8.5 7.5 -4.7
O 2.15862 0.52244 0.11044 -3.2 -0.3 -1.7
O 0.32929 1.62913 -1.26915 1.1 -2.3 1.5
F 1.64107 -0.21507 -2.17154 -0.1 0.6 0.7
S -0.63879 -0.34097 0.77707 -3.4 -2.4 4.8
O -1.73153 0.56587 0.61201 1.0 1.1 -0.6
O 0.06002 -0.30738 2.09774 -0.6 -0.1 -4.1
F -1.57328 -1.65317 0.97278 1.2 -0.6 -0.5
C 4.34519 6.15843 0.92712 -1.2 0.5 -0.6
C 3.05360 6.88953 0.48762 0.3 0.6 -2.7
O 2.62981 7.74169 1.53156 0.0 0.5 1.6
S 3.61135 7.65238 2.79536 1.8 0.7 0.2
O 2.85310 7.70702 4.01086 0.3 -1.0 -1.3
O 4.76851 8.55783 2.76245 -2.1 -1.6 -0.8
O 4.11122 6.16290 2.29414 0.5 0.7 3.7
H 5.22545 6.72912 0.63122 0.2 -0.2 0.2
H 4.40803 5.09920 0.67776 -0.1 0.3 -0.5
H 2.26306 6.24268 0.10719 -0.2 -0.2 0.8
H 3.20626 7.62354 -0.30358 0.5 -0.4 -0.5
C 0.26962 -5.96022 -0.98975 -0.6 -1.5 0.8
C 1.63704 -6.06648 -0.27537 -1.0 0.9 -0.9
O 2.24819 -4.79761 -0.21476 0.9 0.4 0.7
O 0.30086 -5.35230 -2.24332 0.5 0.3 -0.4
H -0.54325 -5.51394 -0.41687 0.5 0.7 0.7
H -0.17397 -6.94795 -1.11508 0.5 -0.4 -0.3
H 2.33336 -6.69950 -0.82541 -0.2 -0.3 -0.1
H 1.50200 -6.45995 0.73212 -0.1 0.0 0.1
H 1.77843 -4.07604 -0.63935 -0.2 -0.2 0.1
H 0.52640 -4.43739 -2.05985 -0.1 0.3 -0.5
C -7.20586 2.59661 0.09800 0.0 1.4 1.2
C -8.21896 2.56212 1.26168 2.0 -0.9 0.9
O -7.64480 1.63318 2.22442 -1.3 -0.6 0.0
O -6.13760 3.55096 0.45689 -1.2 -0.7 -0.5
H -7.77723 2.89158 -0.78213 0.6 0.3 -0.4
H -6.74321 1.61540 -0.00817 -0.4 0.0 -0.1
H -9.20953 2.23085 0.95002 0.2 -0.6 0.1
H -8.38015 3.48720 1.81516 0.3 0.5 -0.6
H -6.89057 1.97244 2.71190 -0.1 0.6 -0.4
H -5.29191 3.09929 0.40779 0.0 -0.1 -0.1
C 6.82962 -2.16777 4.56920 -2.4 3.6 -1.6
C 5.61241 -2.23935 3.58846 1.0 0.7 1.4
O 4.78694 -3.24291 4.02496 -1.2 -1.8 -0.2
O 7.67537 -3.19415 4.35576 1.6 -1.3 -0.1
H 6.71931 -1.86433 5.61029 -1.0 -0.8 0.4
H 7.11006 -1.18347 4.19423 1.9 0.0 -0.3
H 6.03003 -2.43945 2.60172 0.2 -0.1 -0.1
H 5.03359 -1.32053 3.49447 0.3 0.5 0.3
H 4.38007 -3.58970 3.22759 -0.5 -0.4 0.2
H 7.22547 -3.98055 4.67317 0.0 -0.2 -0.1
C -4.10490 -1.61731 -4.96307 -0.2 -2.4 -0.2
C -3.98576 -2.45907 -6.26661 0.3 0.3 -1.0
O -5.13005 -2.46323 -7.06488 -2.0 0.2 0.0
O -2.90366 -0.98889 -4.79032 1.8 1.4 0.2
H -4.14829 -2.42160 -4.22867 -0.7 0.2 0.6
H -4.94314 -0.93576 -4.81836 -0.2 -0.1 -0.6
H -3.73046 -3.48734 -6.01054 0.1 -0.1 0.3
H -3.18426 -2.09769 -6.91089 0.5 0.4 0.6
H -4.98956 -2.68740 -7.98771 0.5 0.0 0.3
H -2.44460 -1.30368 -4.00816 -0.1 0.1 0.0
```
Positions in Å, forces in eV/Å.

## Properties
Charge = -1
Gap between HOMO and LUMO = 9.6 eV

=====

The following is a quantum chemistry calculation of 3 unconnected molecules or ions with the total composition C10H28N2O3 in a non-equilibrium geometry, from OMol25.

The geometry in XYZ format:
```
43
Properties=species:S:1:pos:R:3:forces:R:3
C 1.22340 1.15706 -2.59133 -0.8 0.2 -0.3
O 0.63150 2.41809 -2.30623 1.2 -0.2 0.0
C 1.67284 3.32961 -1.91934 -0.9 -0.9 0.6
C 1.01816 4.65552 -1.65915 1.2 2.1 0.2
C 0.22797 5.19851 -2.84616 0.0 -0.1 0.4
N 2.11293 5.66019 -1.42828 0.3 -0.1 -0.1
H 0.40883 0.50881 -2.91047 0.1 -0.1 0.0
H 1.70677 0.70997 -1.71972 0.1 0.1 0.1
H 1.94119 1.25439 -3.40767 0.1 -0.1 0.0
H 2.14944 2.91419 -1.01946 -0.1 0.2 0.2
H 2.48753 3.36803 -2.64983 -0.3 0.3 -0.4
H 0.44349 4.74376 -0.73322 -0.6 -1.1 -0.2
H -0.10295 6.20546 -2.58525 -0.2 0.0 -0.1
H -0.63332 4.57517 -3.07895 0.0 0.0 -0.1
H 0.87849 5.30554 -3.71380 0.0 -0.2 0.0
H 2.73906 5.38941 -0.67319 -0.1 -0.3 -0.1
H 1.69403 6.52016 -1.08799 0.0 0.0 -0.2
C 1.34041 -2.82397 0.27195 -0.4 -0.9 -0.5
O 0.23170 -2.81649 1.15161 0.1 0.6 0.6
C 0.03307 -4.07083 1.78068 0.0 -0.6 -0.5
C -0.86130 -4.02252 3.01251 -0.2 0.4 0.5
C -0.96373 -5.41482 3.61512 -0.3 -1.0 -1.2
N -2.23479 -3.54277 2.75402 1.0 -0.1 -0.2
H 1.02858 -3.36744 -0.63066 0.3 0.2 -0.2
H 2.18306 -3.38326 0.69030 0.0 0.2 0.2
H 1.65993 -1.81999 0.00956 -0.2 0.1 0.2
H -0.42779 -4.77196 1.06757 -0.1 0.1 -0.1
H 1.02160 -4.49165 1.99480 0.0 0.0 0.4
H -0.40658 -3.33433 3.73379 -0.1 0.0 0.0
H -1.25284 -6.12188 2.81579 0.1 0.2 -0.1
H -1.81557 -5.53196 4.28089 0.4 0.4 0.6
H -0.02545 -5.83809 3.97203 -0.1 0.3 0.5
H -2.15003 -2.68886 2.20456 -0.6 -0.1 0.1
H -2.68620 -4.26035 2.19056 -0.2 0.3 -0.1
C -2.31872 1.14090 -0.27956 -0.5 -0.3 -1.2
C -1.22334 0.31672 0.36264 0.1 0.8 -0.2
O -1.70334 -0.70121 1.22131 0.1 0.2 -0.1
H -1.89915 1.70317 -1.12061 0.2 0.1 0.2
H -2.81683 1.87055 0.35645 0.1 -0.2 0.3
H -3.08348 0.52264 -0.76167 0.0 -0.1 0.3
H -0.60558 1.07754 0.86304 0.2 -0.5 0.4
H -0.58317 -0.13697 -0.40035 -0.1 0.1 -0.2
H -1.03982 -1.40603 1.17371 0.0 0.0 0.2
```
Positions in Å, forces in eV/Å.

## Properties
Gap between HOMO and LUMO = 10.1 eV

=====

The following is a quantum chemistry calculation of 4 unconnected molecules or ions with the total composition C10H28O10S3 in a non-equilibrium geometry, from OMol25.

The geometry in XYZ format:
```
51
Properties=species:S:1:pos:R:3:forces:R:3
C 11.68280 -31.09279 18.28387 -0.6 0.3 0.3
C 10.52288 -30.47338 19.09664 0.4 -2.0 -1.0
O 10.98572 -29.26533 19.61184 -0.2 2.2 0.9
S 10.07979 -28.39768 20.68085 1.8 -1.4 0.4
C 8.52060 -28.31394 19.72010 -0.3 0.8 1.1
O 9.88155 -29.25089 21.83317 -0.6 0.7 -1.0
O 10.84341 -27.17517 20.90257 -1.9 -1.4 -1.2
H 12.45293 -31.40455 18.98943 0.2 0.1 -0.3
H 12.04950 -30.38126 17.54404 0.2 0.1 0.2
H 11.35990 -31.96312 17.71259 -0.2 -0.1 0.2
H 9.65996 -30.35176 18.44190 -0.1 0.3 0.0
H 10.26349 -31.19377 19.87243 -0.2 0.2 0.3
H 8.60849 -27.62958 18.87628 0.1 -0.2 0.1
H 7.76521 -27.95636 20.41983 0.2 0.6 0.1
H 8.06244 -29.27339 19.47999 1.0 -0.3 -0.2
C 13.09390 -26.58473 17.02672 -0.9 -1.4 -0.7
C 13.44423 -27.30771 15.65905 1.1 1.6 1.5
O 13.11667 -28.69321 15.76748 -0.3 -1.8 -0.4
S 13.01439 -29.61854 14.41229 1.1 0.4 -1.8
C 11.34145 -28.92724 13.87729 0.9 -1.4 0.8
O 14.05598 -29.19347 13.42692 -2.7 -0.8 2.6
O 12.97474 -31.06555 14.76122 -0.3 3.7 -0.1
H 13.46047 -27.09912 17.91505 0.4 -0.1 -0.3
H 12.01276 -26.69367 17.11255 -0.2 0.3 0.1
H 13.33764 -25.52619 17.11709 0.2 -0.1 -0.6
H 12.90455 -26.79936 14.86003 0.1 -0.2 -0.1
H 14.52071 -27.24318 15.50055 -0.1 0.1 -0.4
H 10.97149 -29.57517 13.08267 0.3 0.5 -0.4
H 11.47576 -27.86082 13.69616 0.1 -0.4 -0.5
H 10.63549 -29.04407 14.69953 0.3 -0.1 0.3
C 22.31239 -29.89368 21.75282 0.1 -1.1 -0.1
C 21.98744 -31.00993 20.76116 0.9 1.0 -0.1
O 20.98911 -31.80090 21.33855 -1.1 -1.8 -0.3
S 20.24760 -33.00085 20.48511 0.3 0.4 -0.9
C 18.76907 -32.03875 19.97455 1.4 -0.5 0.0
O 21.03970 -33.47463 19.33292 -1.3 1.4 2.3
O 19.81260 -33.91857 21.49286 0.3 0.1 -0.3
H 21.48386 -29.18843 21.68755 0.5 0.4 0.3
H 23.30617 -29.53367 21.48655 -0.3 0.7 -0.1
H 22.40919 -30.29773 22.76053 -0.2 0.0 0.0
H 21.61583 -30.47958 19.88438 0.1 -0.5 -0.5
H 22.86028 -31.62336 20.53770 -0.1 0.1 -0.2
H 18.54586 -31.38204 20.81539 -0.2 -0.4 0.0
H 18.00997 -32.78928 19.75416 0.0 0.3 0.0
H 19.06141 -31.42712 19.12100 -0.2 -0.2 -0.1
C 15.45589 -31.47228 17.53047 0.4 0.2 0.6
O 15.56597 -31.55012 16.12699 -0.2 -0.3 0.5
H 14.62672 -31.95928 18.04370 -0.6 -0.4 -0.7
H 16.32097 -31.96423 17.97511 0.3 0.3 -0.2
H 15.38206 -30.43408 17.85417 0.3 0.2 0.2
H 14.72767 -31.24986 15.76826 -0.2 -0.2 -0.3
```
Positions in Å, forces in eV/Å.

## Properties
Gap between HOMO and LUMO = 10.0 eV

=====

Copy entry 3 word for word.
The following is a quantum chemistry calculation of 3 unconnected molecules or ions with the total composition C10H28N2O3 in a non-equilibrium geometry, from OMol25.

The geometry in XYZ format:
```
43
Properties=species:S:1:pos:R:3:forces:R:3
C 1.22340 1.15706 -2.59133 -0.8 0.2 -0.3
O 0.63150 2.41809 -2.30623 1.2 -0.2 0.0
C 1.67284 3.32961 -1.91934 -0.9 -0.9 0.6
C 1.01816 4.65552 -1.65915 1.2 2.1 0.2
C 0.22797 5.19851 -2.84616 0.0 -0.1 0.4
N 2.11293 5.66019 -1.42828 0.3 -0.1 -0.1
H 0.40883 0.50881 -2.91047 0.1 -0.1 0.0
H 1.70677 0.70997 -1.71972 0.1 0.1 0.1
H 1.94119 1.25439 -3.40767 0.1 -0.1 0.0
H 2.14944 2.91419 -1.01946 -0.1 0.2 0.2
H 2.48753 3.36803 -2.64983 -0.3 0.3 -0.4
H 0.44349 4.74376 -0.73322 -0.6 -1.1 -0.2
H -0.10295 6.20546 -2.58525 -0.2 0.0 -0.1
H -0.63332 4.57517 -3.07895 0.0 0.0 -0.1
H 0.87849 5.30554 -3.71380 0.0 -0.2 0.0
H 2.73906 5.38941 -0.67319 -0.1 -0.3 -0.1
H 1.69403 6.52016 -1.08799 0.0 0.0 -0.2
C 1.34041 -2.82397 0.27195 -0.4 -0.9 -0.5
O 0.23170 -2.81649 1.15161 0.1 0.6 0.6
C 0.03307 -4.07083 1.78068 0.0 -0.6 -0.5
C -0.86130 -4.02252 3.01251 -0.2 0.4 0.5
C -0.96373 -5.41482 3.61512 -0.3 -1.0 -1.2
N -2.23479 -3.54277 2.75402 1.0 -0.1 -0.2
H 1.02858 -3.36744 -0.63066 0.3 0.2 -0.2
H 2.18306 -3.38326 0.69030 0.0 0.2 0.2
H 1.65993 -1.81999 0.00956 -0.2 0.1 0.2
H -0.42779 -4.77196 1.06757 -0.1 0.1 -0.1
H 1.02160 -4.49165 1.99480 0.0 0.0 0.4
H -0.40658 -3.33433 3.73379 -0.1 0.0 0.0
H -1.25284 -6.12188 2.81579 0.1 0.2 -0.1
H -1.81557 -5.53196 4.28089 0.4 0.4 0.6
H -0.02545 -5.83809 3.97203 -0.1 0.3 0.5
H -2.15003 -2.68886 2.20456 -0.6 -0.1 0.1
H -2.68620 -4.26035 2.19056 -0.2 0.3 -0.1
C -2.31872 1.14090 -0.27956 -0.5 -0.3 -1.2
C -1.22334 0.31672 0.36264 0.1 0.8 -0.2
O -1.70334 -0.70121 1.22131 0.1 0.2 -0.1
H -1.89915 1.70317 -1.12061 0.2 0.1 0.2
H -2.81683 1.87055 0.35645 0.1 -0.2 0.3
H -3.08348 0.52264 -0.76167 0.0 -0.1 0.3
H -0.60558 1.07754 0.86304 0.2 -0.5 0.4
H -0.58317 -0.13697 -0.40035 -0.1 0.1 -0.2
H -1.03982 -1.40603 1.17371 0.0 0.0 0.2
```
Positions in Å, forces in eV/Å.

## Properties
Gap between HOMO and LUMO = 10.1 eV

=====

- Which formula does entry 3 have?
  C10H28N2O3